No. 1
Density functional theory data (wB97M-V/def2-TZVPD) for 2 unconnected molecules or ions with the total composition C5H8N2.

Each line ends with the Mulliken charge.
Element x y z (Å)
C: -1.301 0.232 1.285  -1.0461
C: -2.126 0.176 0.182  0.6086
C: 0.901 0.808 0.301  0.0841
C: 1.545 -1.141 -0.994  -0.4001
C: -2.298 0.084 -1.043  -0.8702
N: 0.697 -0.235 -0.682  0.0102
N: 1.912 0.966 1.068  -0.6281
H: 2.495 0.142 1.199  0.2092
H: -1.240 -0.674 1.879  0.2666
H: -1.339 1.108 1.920  0.2981
H: 0.455 1.713 -0.110  0.4162
H: 1.225 -2.138 -1.271  0.2638
H: 2.610 -1.030 -0.848  0.3398
H: -0.474 -0.236 -1.107  0.1090
H: -3.061 0.224 -1.778  0.3389



No. 2
Density functional theory data (wB97M-V/def2-TZVPD) for a gas-phase ion, C26H27N2O2 (charge +1).

Each line ends with the Mulliken charge.
Element x y z (Å)
C: -3.256 0.823 2.493  -1.0583
C: -3.149 -0.214 1.397  -0.5158
N: -1.939 -1.131 1.468  0.6731
C: -2.152 -2.321 2.246  -0.6775
C: -2.505 -3.622 1.502  -1.0807
C: -0.670 -0.562 1.410  -0.7673
O: -0.573 0.663 1.686  -0.7057
C: 0.475 -1.352 0.792  -1.0183
C: 0.576 -0.908 -0.790  0.9891
C: 1.316 0.317 -1.039  -1.3550
C: 0.719 1.435 -1.554  0.9296
C: 1.322 2.722 -1.787  0.3621
C: 2.622 2.990 -1.288  -0.3318
C: 3.212 4.261 -1.421  -0.7174
C: 2.524 5.297 -2.069  -0.4319
C: 1.251 5.041 -2.603  -0.6827
C: 0.676 3.782 -2.465  -0.2729
O: -0.586 1.379 -1.957  -0.5205
C: -1.165 0.153 -2.199  0.7248
C: -2.295 0.170 -3.045  -0.8025
C: -2.939 -1.050 -3.255  -0.3685
C: -2.489 -2.213 -2.578  -1.0103
C: -1.365 -2.189 -1.762  -0.2776
C: -0.624 -1.006 -1.627  -0.2513
N: 1.705 -1.208 1.564  0.5557
C: 2.176 0.023 1.957  0.0581
C: 3.525 0.252 2.132  -0.7912
C: 4.436 -0.806 2.091  -0.1847
C: 3.914 -2.083 1.898  -0.8341
C: 2.574 -2.273 1.683  0.1538
H: -4.107 1.474 2.250  0.4311
H: -3.429 0.354 3.475  0.2755
H: -2.337 1.416 2.519  0.2294
H: -4.015 -0.891 1.442  0.4923
H: -3.112 0.252 0.408  0.2289
H: -1.273 -2.535 2.864  0.3305
H: -2.992 -2.175 2.938  0.5630
H: -2.831 -4.402 2.217  0.4465
H: -3.320 -3.521 0.761  0.2276
H: -1.620 -4.026 0.980  0.1838
H: 0.275 -2.370 0.572  0.9944
H: 1.241 -1.849 -0.848  0.5324
H: 2.379 0.417 -0.762  0.6616
H: 3.165 2.200 -0.751  0.1725
H: 4.228 4.432 -1.031  0.3579
H: 3.003 6.263 -2.218  0.3906
H: 0.718 5.832 -3.137  0.3776
H: -0.326 3.628 -2.858  0.3940
H: -2.684 1.120 -3.467  0.4139
H: -3.869 -1.082 -3.840  0.3738
H: -3.032 -3.163 -2.712  0.4060
H: -0.966 -3.097 -1.294  0.5047
H: 1.468 0.864 1.864  0.5262
H: 3.854 1.280 2.258  0.4668
H: 5.497 -0.634 2.275  0.4450
H: 4.582 -2.925 1.886  0.4245
H: 2.187 -3.229 1.328  0.3592

The total charge is +1.



No. 3
Density functional theory data (wB97M-V/def2-TZVPD) for a single C4H6N2O2 molecule.

Each line ends with the Mulliken charge.
Element x y z (Å)
C: 2.950 -0.785 -0.003  -0.2695
N: 2.348 0.376 0.187  -0.7375
N: 0.999 0.197 0.105  0.2734
C: 0.008 1.230 -0.140  -0.1777
C: -1.317 1.033 -0.156  -0.5251
C: -1.886 -0.212 0.022  0.7482
O: -1.391 -1.313 -0.207  -0.6488
O: -3.278 -0.158 0.309  -0.5162
H: 2.285 -1.782 -0.126  0.1840
H: 4.029 -0.820 0.283  0.2818
H: 0.602 -0.735 -0.161  0.3412
H: 0.385 2.269 0.000  0.3347
H: -2.058 1.792 -0.227  0.3592
H: -3.677 -1.093 0.112  0.3524



No. 4
Density functional theory data (wB97M-V/def2-TZVPD) for a single C5H8O molecule.

Each line ends with the Mulliken charge.
Element x y z (Å)
C: 1.405 -0.631 -0.747  -1.2333
C: 0.140 0.214 -0.757  0.0238
C: -1.213 -0.163 -0.197  -0.1645
C: -0.783 -0.277 1.222  -0.6318
C: -0.202 1.044 0.518  -0.1579
O: -1.420 1.534 0.051  -0.5584
H: 1.573 -1.143 0.204  0.2548
H: 1.422 -1.378 -1.545  0.3427
H: 2.264 0.037 -0.905  0.3093
H: -0.001 0.744 -1.704  0.4135
H: -2.142 -0.420 -0.665  0.4537
H: 0.021 -0.954 1.522  0.2006
H: -1.600 -0.234 1.951  0.2606
H: 0.536 1.629 1.052  0.4871



Relative energy (zero: lowest compared OMol25 entry of this formula, charge and spin), respectively: 637.4 79.6 275.5 382.1 kJ/mol.
Max |F|, respectively: 2.77 3.89 5.24 1.96 eV Å⁻¹.
Energy, respectively: -8288.391 -34467.617 -11318.187 -7358.295 eV.